No. 1
{
  "formula": "C6H7N3O3S",
  "method": "ωB97M-V/def2-TZVPD",
  "elements": ["C", "C", "C", "C", "C", "C", "N", "N", "N", "O", "O", "O", "S", "H", "H", "H", "H", "H", "H", "H"],
  "coordinates": [[0.5454, 1.7082, -0.5156], [-0.8421, 1.4371, -0.7190], [1.3909, 0.8770, 0.1011], [1.6327, -1.4751, -0.6720], [-1.4472, 0.4280, -0.1381], [1.3261, -0.5177, 0.4983], [0.8509, -2.4528, -0.7380], [0.0772, -1.1008, 0.9764], [-3.1783, -1.6830, 0.5505], [-3.8804, 0.8014, 0.7011], [-3.4852, -0.3731, -1.4654], [-0.0702, -2.2891, 0.1795], [-3.1477, -0.1295, -0.0890], [0.9739, 2.4572, -1.1213], [-1.6189, 2.1046, -1.3432], [2.3225, 1.3285, 0.3298], [2.3118, -1.2509, -1.5092], [1.8784, -0.6503, 1.4139], [-2.4952, -1.8333, 1.2491], [-3.1969, -2.3644, -0.1593]],
  "e_lumo_ev": [-0.88, -0.72],
  "charge": 0,
  "e_homo_ha": [-0.338, -0.338]
}

No. 2
{
  "formula": "C4H12NOSe2",
  "method": "ωB97M-V/def2-TZVPD",
  "elements": ["C", "C", "C", "C", "N", "O", "Se", "Se", "H", "H", "H", "H", "H", "H", "H", "H", "H", "H", "H", "H"],
  "coordinates": [[-0.6470, 1.0732, 0.2450], [0.0258, 1.5990, 1.5338], [-0.9947, -1.1873, -0.6992], [1.1461, 0.3044, -1.1747], [-0.0130, -0.1706, -0.2536], [0.3110, 0.5265, 2.3688], [-0.1478, -2.8561, -1.0935], [2.7636, -0.9573, -1.0569], [-0.6272, 1.8191, -0.5523], [-1.7382, 0.8367, 0.3947], [0.8497, 2.2524, 1.4328], [-0.7940, 2.3732, 2.0354], [-1.8765, -0.7372, -1.1659], [-1.6026, -1.0627, 1.5513], [0.7337, 0.4307, -2.0766], [1.5685, 1.3122, -0.8289], [0.5016, -0.5456, 0.6518], [-0.5135, 0.0944, 2.5550], [-1.4190, -3.2704, -1.6005], [2.4735, -1.8347, -2.2666]],
  "e_lumo_ev": [-5.00, -5.10],
  "charge": 1,
  "e_homo_ha": [-0.486, -0.459]
}

For each record above, in turn, the calculated energy above the lowest of the compared OMol25 structures with the same formula, charge and spin values are 135.9, 91.0 kcal/mol.
For each record above, in turn, the calculated DFT total energy values are -1020.69481, -5091.96803 a.u..